[1]
DFT (ωB97M-V with the def2-TZVPD basis set) results for 2 unconnected molecules or ions with the total composition C5H11NO at a distorted geometry.

## Properties
- highest occupied orbital energy (eV) = -8.312
- LUMO (eV) = 0.89
- SMILES = C=CC(=C)NC.O

Each line ends with the Mulliken charge.
Geometry (Å):
C (-2.239, 0.247, -0.664)  -1.04
C (-1.017, 0.486, -1.140)  -0.10
C (0.143, 0.634, -0.221)  0.55
C (0.157, 1.555, 0.752)  -0.99
N (1.109, -0.369, -0.393)  -0.18
C (2.485, -0.076, -0.048)  -1.00
H (-2.526, 0.557, 0.334)  0.33
H (-2.988, -0.190, -1.312)  0.26
H (-0.899, 0.695, -2.194)  0.39
H (1.039, 1.738, 1.349)  0.25
H (-0.713, 2.188, 0.847)  0.29
H (0.976, -0.742, -1.323)  0.27
H (2.528, 0.151, 1.011)  0.33
H (2.972, 0.657, -0.697)  0.31
H (3.084, -0.980, -0.178)  0.33
O (-1.723, -2.201, 1.378)  -0.69
H (-1.311, -1.497, 0.871)  0.40
H (-1.076, -2.853, 1.627)  0.30


[2]
DFT (ωB97M-V with the def2-TZVPD basis set) results for a single C5H11NO molecule.

## Properties
- highest occupied orbital energy (alpha / beta) (eV) = -7.822 / -7.532
- LUMO (alpha / beta) (eV) = 0.36 / 0.31

Each line ends with the Mulliken charge.
Geometry (Å):
C (0.964, -2.094, 0.551)  -1.12
C (-0.410, -1.578, 0.183)  -0.43
N (-0.513, -0.121, 0.253)  0.25
C (-1.636, 0.569, 0.630)  -0.81
C (-0.108, 0.667, -0.769)  -0.53
C (0.375, 2.110, -0.778)  -0.23
O (1.539, 2.448, -0.031)  -0.52
H (1.006, -3.184, 0.454)  0.37
H (1.189, -1.820, 1.585)  0.31
H (1.722, -1.655, -0.105)  0.29
H (-0.672, -1.863, -0.850)  0.32
H (-1.188, -1.985, 0.835)  0.34
H (-2.417, 0.743, -0.098)  0.33
H (-1.806, 0.786, 1.683)  0.29
H (-0.021, 0.153, -1.735)  0.30
H (0.604, 2.293, -1.837)  0.25
H (-0.413, 2.818, -0.506)  0.27
H (1.785, 1.712, 0.536)  0.33


[3]
DFT (ωB97M-V with the def2-TZVPD basis set) results for a single C5H11NO molecule.

## Properties
- highest occupied orbital energy (eV) = -9.327
- LUMO (eV) = 0.93
- SMILES = CCN(C=O)CC

Each line ends with the Mulliken charge.
Geometry (Å):
C (-2.279, 0.706, 0.486)  -1.22
C (-1.132, -0.216, 0.059)  -0.37
N (0.147, 0.466, -0.019)  0.16
C (0.668, 1.052, 1.098)  0.03
O (1.811, 1.443, 1.196)  -0.56
C (1.105, -0.006, -1.008)  -0.55
C (1.779, -1.325, -0.596)  -1.08
H (-2.414, 1.464, -0.289)  0.32
H (-2.108, 1.227, 1.421)  0.35
H (-3.214, 0.143, 0.517)  0.37
H (-1.135, -1.114, 0.684)  0.29
H (-1.377, -0.545, -0.951)  0.32
H (-0.048, 1.208, 1.920)  0.28
H (0.584, -0.202, -1.946)  0.35
H (1.871, 0.748, -1.136)  0.32
H (1.015, -2.081, -0.413)  0.30
H (2.425, -1.716, -1.376)  0.37
H (2.304, -1.249, 0.353)  0.31


[4]
DFT (ωB97M-V with the def2-TZVPD basis set) results for a single C5H11NO molecule at a distorted geometry.

## Properties
- highest occupied orbital energy (eV) = -9.109
- LUMO (eV) = 1.02
- SMILES = NCCCCC=O

Each line ends with the Mulliken charge.
Geometry (Å):
N (-0.814, -2.563, -0.396)  -0.50
C (-0.198, -1.726, 0.597)  -0.71
C (-0.541, -0.211, 0.541)  -0.42
C (-0.071, 0.458, -0.757)  -0.70
C (1.115, 1.376, -0.513)  -0.53
C (0.722, 2.576, 0.294)  -0.03
O (1.252, 2.990, 1.286)  -0.47
H (-1.683, -2.976, -0.086)  0.24
H (-0.943, -2.219, -1.340)  0.21
H (0.880, -1.868, 0.560)  0.26
H (-0.524, -2.048, 1.588)  0.36
H (-0.122, 0.165, 1.481)  0.33
H (-1.614, -0.193, 0.745)  0.32
H (-0.922, 0.965, -1.183)  0.33
H (0.194, -0.349, -1.439)  0.35
H (1.848, 0.785, 0.045)  0.24
H (1.634, 1.755, -1.381)  0.39
H (-0.213, 3.084, -0.041)  0.33


[5]
DFT (ωB97M-V with the def2-TZVPD basis set) results for a single C5H11NO molecule at a distorted geometry.

## Properties
- highest occupied orbital energy (eV) = -8.618
- LUMO (eV) = 0.65
- SMILES = C=CC[C@@H](N)CO

Each line ends with the Mulliken charge.
Geometry (Å):
C (-1.871, -0.621, -1.638)  -0.93
C (-1.239, 0.573, -1.447)  -0.21
C (0.044, 0.823, -0.663)  -0.55
C (0.179, -0.011, 0.589)  0.02
N (0.644, -1.386, 0.255)  -0.64
C (1.252, 0.576, 1.491)  -0.55
O (1.471, -0.028, 2.759)  -0.49
H (-2.949, -0.642, -1.569)  0.28
H (-1.272, -1.481, -1.922)  0.36
H (-1.497, 1.402, -2.110)  0.31
H (0.824, 0.763, -1.432)  0.29
H (-0.061, 1.879, -0.396)  0.30
H (-0.728, -0.184, 1.166)  0.38
H (1.401, -1.392, -0.423)  0.30
H (-0.119, -1.831, -0.249)  0.24
H (0.962, 1.614, 1.710)  0.28
H (2.211, 0.597, 0.969)  0.27
H (0.747, -0.651, 2.909)  0.33


[6]
DFT (ωB97M-V with the def2-TZVPD basis set) results for a single C5H11NO molecule at a distorted geometry.

## Properties
- highest occupied orbital energy (eV) = -9.735
- LUMO (eV) = 0.94
- SMILES = CC[C@@H](C)NC=O

Each line ends with the Mulliken charge.
Geometry (Å):
C (-0.118, 1.362, -1.559)  -1.21
C (0.365, -0.120, -1.340)  -0.57
C (-0.032, -0.514, 0.095)  0.42
C (-1.216, -1.437, 0.408)  -1.24
N (1.002, -0.505, 1.115)  -0.08
C (0.963, 0.561, 1.958)  -0.05
O (0.190, 1.496, 1.843)  -0.55
H (-1.192, 1.504, -1.339)  0.33
H (0.392, 2.083, -0.898)  0.30
H (0.042, 1.671, -2.593)  0.37
H (-0.117, -0.761, -2.082)  0.30
H (1.451, -0.157, -1.476)  0.28
H (-0.436, 0.467, 0.256)  0.09
H (-1.766, -1.728, -0.491)  0.34
H (-0.982, -2.342, 0.977)  0.35
H (-1.893, -0.845, 1.035)  0.30
H (1.644, -1.258, 1.324)  0.24
H (1.704, 0.523, 2.768)  0.37


Quick rundown of E, same order as above: -8899.0708, -8896.9682, -8901.0469, -8900.2238, -8898.1736, -8900.3900 eV
Quick rundown of energy relative to the best compared isomer or geometry (same formula, charge and spin), same order as above: 253.4, 456.3, 62.8, 142.2, 340.0, 126.1 kJ/mol